# 1
{
  "formula": "C5H4LuO4",
  "method": "ωB97M-V/def2-TZVPD",
  "orbital_gap_ha": [0.108, 0.081],
  "total_energy_ha": -1728.2984,
  "total_charge": 2,
  "multiplicity": 2,
  "s_squared": 1.21,
  "species": ["C", "C", "H", "H", "O", "C", "O", "O", "Lu", "C", "C", "O", "H", "H"],
  "xyz": [[-3.464, 3.554, 0.795], [-4.598, 4.074, 0.977], [-5.624, 4.415, 1.032], [0.180, 3.075, 1.189], [-1.317, 2.092, -0.255], [-0.292, 2.820, -0.673], [0.112, 2.719, -1.832], [0.411, 3.382, 0.246], [1.752, 3.612, -3.325], [-2.511, -0.064, -0.582], [-1.418, 0.620, -0.769], [-3.497, -0.006, 0.274], [-0.510, 0.256, -1.238], [-4.332, 0.268, -0.134]],
  "nbo_charge": [0.046, -0.200, 0.277, 0.558, -0.477, 1.068, -0.817, -0.605, 1.266, 0.557, -0.013, -0.478, 0.265, 0.552]
}

***

# 2
{
  "formula": "C29H28BN10NiP",
  "method": "ωB97M-V/def2-TZVPD",
  "orbital_gap_ha": [0.270, 0.302],
  "total_energy_ha": -3544.0791,
  "total_charge": 0,
  "multiplicity": 3,
  "s_squared": 2.01,
  "species": ["Ni", "C", "C", "N", "N", "C", "B", "N", "C", "C", "C", "N", "N", "C", "C", "C", "N", "H", "H", "H", "H", "H", "H", "H", "H", "H", "H", "C", "C", "C", "C", "C", "C", "P", "C", "C", "C", "C", "C", "C", "C", "C", "C", "C", "C", "C", "H", "H", "H", "H", "H", "H", "H", "H", "H", "H", "H", "H", "H", "H", "N", "C", "N", "N", "C", "N", "H", "H", "H", "H"],
  "xyz": [[-0.710, 0.546, 0.364], [-4.524, 0.803, -1.737], [-3.167, 1.132, -1.635], [-2.684, 0.773, -0.456], [-3.702, 0.205, 0.223], [-4.817, 0.213, -0.525], [-3.490, -0.349, 1.643], [-2.786, 0.721, 2.514], [-3.161, 1.233, 3.698], [-2.213, 2.154, 4.096], [-1.271, 2.142, 3.059], [-1.628, 1.280, 2.119], [-2.553, -1.573, 1.551], [-2.663, -2.802, 2.076], [-1.475, -3.474, 1.860], [-0.672, -2.545, 1.186], [-1.332, -1.408, 1.010], [-5.187, 0.971, -2.567], [-2.526, 1.616, -2.353], [-5.734, -0.200, -0.138], [-4.542, -0.650, 2.140], [-4.072, 0.902, 4.169], [-2.214, 2.756, 4.987], [-0.362, 2.713, 2.941], [-3.579, -3.109, 2.554], [-1.229, -4.485, 2.137], [0.339, -2.640, 0.822], [0.682, 1.016, -6.375], [-0.076, 1.774, -5.491], [-0.133, 1.427, -4.152], [0.564, 0.318, -3.672], [1.332, -0.426, -4.561], [1.391, -0.078, -5.905], [0.464, -0.045, -1.873], [1.353, -1.629, -1.712], [0.735, -2.798, -2.157], [1.299, -4.036, -1.893], [2.479, -4.125, -1.164], [3.097, -2.969, -0.711], [2.537, -1.727, -0.985], [1.430, 1.314, -1.188], [2.706, 1.730, -1.568], [3.239, 2.865, -0.988], [2.475, 3.579, -0.061], [1.205, 3.153, 0.291], [0.623, 1.994, -0.248], [0.721, 1.281, -7.424], [-0.622, 2.640, -5.845], [-0.696, 2.046, -3.462], [1.892, -1.283, -4.207], [1.998, -0.664, -6.583], [-0.198, -2.738, -2.707], [0.809, -4.936, -2.243], [2.908, -5.094, -0.944], [4.016, -3.030, -0.140], [3.012, -0.825, -0.617], [3.273, 1.177, -2.312], [4.231, 3.206, -1.258], [2.888, 4.476, 0.386], [0.648, 3.752, 1.009], [1.231, -0.594, 4.853], [2.212, 0.316, 4.663], [2.922, 0.712, 5.735], [2.533, 0.825, 3.491], [1.743, 0.408, 2.517], [1.046, -0.003, 1.691], [0.895, -0.798, 5.777], [0.603, -0.776, 4.084], [2.803, 0.296, 6.639], [3.686, 1.343, 5.575]],
  "nbo_charge": [1.294, -0.359, -0.020, -0.349, -0.320, -0.010, 0.546, -0.314, -0.006, -0.370, -0.036, -0.352, -0.317, -0.009, -0.370, -0.026, -0.372, 0.228, 0.211, 0.219, -0.039, 0.219, 0.227, 0.219, 0.217, 0.228, 0.227, -0.215, -0.196, -0.207, -0.316, -0.161, -0.227, 0.832, -0.365, -0.200, -0.214, -0.221, -0.219, -0.155, -0.345, -0.232, -0.245, -0.205, -0.259, -0.423, 0.212, 0.212, 0.215, 0.212, 0.211, 0.220, 0.214, 0.212, 0.211, 0.220, 0.208, 0.206, 0.203, 0.191, -0.800, 0.645, -0.783, -0.628, 0.502, -0.526, 0.400, 0.433, 0.399, 0.421]
}